Arrangement one

Entry from OMol25: one molecule with the formula C5H8N2O (the ωB97M-V functional and the def2-TZVPD basis).

Atoms and positions in Å:
C (1.0858, 0.6950, 2.7905)
N (0.7234, 0.6683, 1.5018)
N (0.3280, -0.6571, 1.0676)
C (0.0791, -0.7237, -0.2203)
C (-0.3926, -1.9788, -0.9157)
C (0.2725, 0.3449, -1.1709)
C (-0.7449, 1.4227, -1.1664)
O (1.0330, 0.2474, -2.0799)
H (0.9962, -0.1637, 3.5767)
H (1.3671, 1.6718, 3.3541)
H (-0.6165, -2.7662, -0.1835)
H (0.2488, -2.3167, -1.8660)
H (-1.4251, -1.6052, -1.3286)
H (-0.5479, 2.1614, -0.3264)
H (-0.7222, 2.0551, -2.1369)
H (-1.6847, 0.9450, -0.8961)

Kohn-Sham gap (eV): 9.516
Multiplicity: 1
Net charge: 0
HOMO (eV): -9.3

Arrangement two

Entry from OMol25: C5H8N2O as an isolated structure (the ωB97M-V functional and the def2-TZVPD basis).

Atoms and positions in Å:
C (-0.1910, -1.9129, 0.0581)
C (2.0666, 0.2192, -0.1511)
N (-0.3359, -0.4982, -0.1891)
C (-1.6533, 0.7645, 0.0269)
C (0.5917, 0.4234, -0.0921)
C (-0.1089, 1.6455, 0.0686)
O (-1.2095, 1.4924, 1.0414)
N (-2.7517, 0.5002, -0.5100)
H (-3.5206, 1.0335, -0.1102)
H (0.2411, 2.6592, -0.0366)
H (-1.0642, -2.4210, -0.3496)
H (0.7125, -2.3014, -0.4228)
H (-0.1266, -2.1301, 1.1293)
H (2.4532, -0.0038, 0.8476)
H (2.5560, 1.1310, -0.4950)
H (2.3406, -0.6015, -0.8154)

Kohn-Sham gap (eV): 8.549
Multiplicity: 1
Net charge: 0
HOMO (eV): -7.8

Which one sits at the bottom of the stability order? arrangement two does.

Arrangement one

Entry from OMol25: one molecule with the formula C5H8N2O (the ωB97M-V functional and the def2-TZVPD basis).

Atoms and positions in Å:
C (0.3996, 0.7618, -2.5462)
C (0.8270, -0.0385, -1.5680)
N (0.2415, 0.2896, -0.3514)
C (-0.1354, -0.6805, 0.6560)
C (0.6486, -0.7524, 2.0388)
C (-0.6491, -0.0255, 1.9390)
N (-0.8649, 1.1197, -0.8537)
O (-0.4897, 1.6864, -2.0811)
H (0.8748, 0.8433, -3.5097)
H (1.6436, -0.7333, -1.7852)
H (-0.7334, -1.4774, 0.2923)
H (1.6237, -0.2284, 2.0529)
H (0.4706, -1.6938, 2.5319)
H (-1.3827, -0.6379, 2.3823)
H (-0.7942, 1.0440, 1.8731)
H (-1.6799, 0.5230, -1.0713)

Kohn-Sham gap (eV): 8.704
Multiplicity: 1
Net charge: 0
HOMO (eV): -7.6

Arrangement two

Entry from OMol25: one molecule with the formula C5H8N2O (the ωB97M-V functional and the def2-TZVPD basis).

Atoms and positions in Å:
C (1.9134, 1.5196, 0.2322)
C (1.4850, 0.2861, 0.4645)
C (0.2391, -0.4188, 0.2229)
N (0.3498, -1.6196, 0.5966)
O (-0.6603, -2.4948, 0.3352)
N (-0.9304, 0.0808, -0.5084)
C (-1.4839, 1.3234, 0.0455)
C (-0.8272, 1.3102, -1.3650)
H (1.2394, 2.2581, -0.1893)
H (2.8910, 1.7979, 0.6672)
H (2.1618, -0.3628, 1.0091)
H (-0.2125, -3.3168, 0.5662)
H (-0.8820, 1.7812, 0.7949)
H (-2.5861, 1.4026, 0.0654)
H (0.1626, 1.8310, -1.5064)
H (-1.3864, 1.2167, -2.3061)

Kohn-Sham gap (eV): 10.076
Multiplicity: 1
Net charge: 0
HOMO (eV): -9.0

Which one sits at the bottom of the stability order? arrangement one does.

Arrangement one

Entry from OMol25: one molecule with the formula C3H5FO (the ωB97M-V functional and the def2-TZVPD basis).

Atoms and positions in Å:
C (-2.0061, -0.2057, 0.3247)
O (-0.8110, -0.3188, -0.5038)
C (0.0313, 0.7968, -0.1857)
C (1.2886, 0.5196, 0.1501)
F (1.7690, -0.7373, 0.0723)
H (-2.5755, 0.6260, -0.0286)
H (-1.7229, -0.1046, 1.4486)
H (-2.5081, -1.1040, 0.0119)
H (-0.4945, 1.8035, -0.1585)
H (1.9850, 1.3011, 0.3717)

Kohn-Sham gap (eV): 10.376
Multiplicity: 1
Net charge: 0
HOMO (eV): -9.3

Arrangement two

Entry from OMol25: a 2-piece molecular cluster, C3H5FO overall (the ωB97M-V functional and the def2-TZVPD basis).

Atoms and positions in Å:
C (0.0384, -0.7356, -0.8870)
C (0.5017, 0.4104, -0.1587)
C (-0.2011, 0.4423, 1.2219)
H (0.3772, -1.7766, -0.5727)
H (0.0033, -0.6287, -2.0898)
H (1.6981, 0.5930, 0.0846)
H (0.0212, 1.4317, -0.6171)
H (-1.3351, -0.5480, 1.4274)
O (0.3941, 1.4754, 2.1383)
F (-1.4978, -0.6639, -0.5470)

Kohn-Sham gap (eV): 9.555
Multiplicity: 1
Net charge: 0
HOMO (eV): -9.8

Which one sits at the bottom of the stability order? arrangement two does.

Arrangement one

Entry from OMol25: one molecule with the formula C3H5FO (the ωB97M-V functional and the def2-TZVPD basis).

Atoms and positions in Å:
C (-1.4558, -0.3188, -0.3325)
C (-0.4282, 0.3370, -0.0575)
F (-0.5394, 1.6543, -0.0457)
C (0.8988, -0.3681, 0.1450)
O (1.9590, 0.4526, -0.3672)
H (-2.6438, 0.1490, 0.0367)
H (-1.2763, -1.4120, -0.3254)
H (0.8547, -0.5871, 1.2637)
H (0.7217, -1.3125, -0.3713)
H (1.9093, 1.4057, 0.0542)

Kohn-Sham gap (eV): 10.809
Multiplicity: 1
Net charge: 0
HOMO (eV): -10.0

Arrangement two

Entry from OMol25: one molecule with the formula C3H5FO (the ωB97M-V functional and the def2-TZVPD basis).

Atoms and positions in Å:
O (1.2916, -1.3540, -0.0224)
C (0.6086, -0.0233, 0.0299)
F (1.5391, 0.9038, -0.0308)
C (-0.6599, 0.1611, -0.5510)
C (-0.5697, 0.2834, 0.9130)
H (1.7628, -1.3133, -0.8266)
H (-1.2813, -0.6551, -1.0341)
H (-1.0424, 1.0269, -1.1775)
H (-0.6016, 1.3551, 1.0699)
H (-1.0472, -0.3847, 1.6295)

Kohn-Sham gap (eV): 11.574
Multiplicity: 1
Net charge: 0
HOMO (eV): -10.6

Arrangement three

Entry from OMol25: one molecule with the formula C3H5FO (the ωB97M-V functional and the def2-TZVPD basis).

Atoms and positions in Å:
O (0.4304, 1.7349, -1.3090)
C (0.9672, 0.8963, -0.5221)
C (0.4684, -0.3776, -0.1530)
C (-0.7561, -0.2826, 0.6336)
F (-0.9586, -1.6526, 1.0769)
H (1.9188, 1.2024, -0.1662)
H (1.1622, -0.8195, 0.4265)
H (0.1705, -1.0739, -0.8391)
H (-1.4793, 0.1077, 0.0116)
H (-0.6654, 0.1607, 1.5965)

Kohn-Sham gap (eV): 10.827
Multiplicity: 1
Net charge: 0
HOMO (eV): -10.4

Which one sits at the bottom of the stability order? arrangement one does.